(1)
Molecular formula: C40H41F8N10NiS
Method: DFT, ωB97M-V with the def2-TZVPD basis set

Structure (XYZ):
```
101
Properties=species:S:1:pos:R:3:forces:R:3:mulliken_spin:R:1
Ni -0.03448 0.91565 -0.29574 -0.83 0.55 -1.27 -0.09
C -0.20935 3.82149 4.60784 0.91 -1.27 -0.07 0.00
N -0.37751 2.62109 3.72192 0.26 1.58 0.93 0.00
C -0.63806 1.43242 4.49070 -1.06 -0.14 0.05 0.00
C -0.12514 2.65951 2.37126 1.15 -0.55 -1.01 0.01
N -0.78463 1.94830 1.46475 -1.34 0.56 0.65 0.05
C -2.24289 1.83129 1.63567 1.31 3.82 -0.13 0.00
C -2.99850 3.08140 1.73415 2.74 -1.28 -0.12 0.01
C -4.36902 3.08494 1.73216 -1.66 -0.36 -0.77 0.00
C -5.08868 1.89926 1.62374 2.42 -0.22 0.31 0.00
C -4.29181 0.64607 1.65972 -2.02 2.13 -0.24 0.00
C -4.97520 -0.53428 1.85609 -0.65 -3.90 0.71 0.00
C -4.26404 -1.69920 2.29537 -0.09 3.46 -1.26 0.00
C -2.85349 -1.74345 2.24660 -1.67 -1.45 1.20 0.01
C -2.18852 -0.68929 1.66017 0.54 0.54 -1.04 0.01
N -1.00573 -0.86780 1.03314 0.01 -2.43 0.85 0.01
C -0.41763 -2.14518 1.06172 0.67 2.33 0.64 -0.01
N 0.48262 -2.46115 2.00868 -0.29 1.44 -0.01 -0.01
C 0.61076 -1.57697 3.12675 0.78 1.80 1.24 0.00
C 1.43331 -3.56283 1.97041 -1.08 -0.21 0.75 0.00
N -0.53195 -3.02774 0.05511 -0.76 -0.86 -1.53 0.00
C 0.56485 -3.22808 -0.88838 -0.01 -0.61 0.85 0.01
C -1.87708 -3.47851 -0.31922 -0.57 1.84 0.59 0.00
C -2.88270 0.61686 1.58468 -0.18 -1.05 0.68 -0.02
N 0.97845 3.40946 2.00885 -1.21 -0.47 1.32 0.00
C 1.04799 4.05142 0.72738 -0.34 -0.15 -0.27 -0.02
C 2.26272 3.25988 2.72255 -0.48 -0.94 -0.31 0.00
H -1.04790 3.86075 5.30920 -0.18 0.07 -0.32 0.00
H -0.14943 4.74263 4.02436 0.12 -0.25 0.09 0.00
H 0.69741 3.68957 5.28306 -0.77 0.33 -0.89 0.00
H -1.30538 1.80039 5.29567 0.38 -0.76 -0.06 0.00
H 0.27712 0.95847 4.91730 -0.47 0.36 -0.25 0.00
H -1.22051 0.70386 3.90529 0.37 0.15 0.18 0.00
H -2.49670 4.07889 1.73528 -0.02 -1.16 -0.02 0.00
H -4.87992 4.05996 1.65574 0.16 -0.58 0.29 0.00
H -6.17209 1.98048 1.57862 0.21 -0.71 0.04 0.00
H -6.06798 -0.62610 1.66168 0.90 0.33 0.56 0.00
H -4.80961 -2.52179 2.63344 -0.77 -1.33 0.34 0.00
H -2.41055 -2.73558 2.55226 0.02 1.35 -0.62 0.00
H 0.52986 -0.48175 2.88195 0.11 -1.41 -0.09 0.00
H 1.55529 -1.73308 3.65880 0.25 0.08 -0.62 0.00
H -0.08683 -1.76888 3.92684 -0.96 -0.35 0.01 0.00
H 0.96267 -4.26321 1.29522 0.77 -0.40 -0.36 0.00
H 1.41886 -4.02884 2.96783 0.12 0.12 -0.22 0.00
H 2.46041 -3.22295 1.76983 -0.46 -0.15 -0.42 0.00
H 1.37075 -2.56948 -0.60985 0.40 0.21 -0.10 0.00
H 0.28484 -3.03818 -1.90452 -0.41 0.50 -0.54 0.00
H 0.88996 -4.26337 -0.84522 0.34 -0.27 -0.05 0.00
H -1.89842 -3.80104 -1.34205 0.15 -0.15 -0.54 0.00
H -2.60474 -2.61466 -0.21020 0.72 -1.02 -0.17 0.00
H -2.20757 -4.29380 0.32751 -0.02 -0.03 -0.01 0.00
H 0.04348 4.01168 0.25896 0.71 0.25 0.26 0.01
H 1.74446 3.47945 0.09228 -0.09 0.58 -0.12 0.00
H 1.36228 5.09445 0.95375 -0.04 -0.50 -0.78 0.00
H 2.14056 3.37342 3.83497 0.37 0.14 -1.20 0.00
H 2.94436 3.98940 2.23637 -0.22 -0.44 0.81 0.00
H 2.58516 2.20539 2.46917 0.20 1.16 0.47 0.00
S 1.64485 0.42616 0.84048 1.71 0.07 1.84 -0.06
C 2.79590 0.12654 -0.38995 1.06 -0.75 -1.60 -0.12
N 4.08896 -0.11210 -0.18477 -0.97 0.19 0.36 0.33
N 4.74658 -0.46915 -1.32763 0.26 -0.22 -0.65 0.03
C 5.95991 -1.10807 -1.30253 -0.76 0.97 -1.28 -0.02
C 6.83741 -1.10343 -0.23375 0.15 -0.93 1.11 0.02
C 8.04411 -1.80234 -0.38659 -0.03 0.11 2.02 -0.01
C 8.50466 -2.28882 -1.57487 1.54 -0.60 0.12 0.02
C 7.63397 -2.19498 -2.63072 0.15 -0.34 -2.29 0.00
C 6.36887 -1.67095 -2.53945 1.12 0.25 1.64 0.02
N 2.32924 -0.01588 -1.66401 -1.07 0.11 0.34 0.38
N 0.98804 0.08406 -1.78657 0.12 0.65 1.73 0.34
C 0.55758 -0.02784 -3.09165 1.40 -0.74 -0.84 -0.11
C 1.53908 0.26706 -4.06575 -2.11 -1.09 -1.12 0.12
C 1.28080 -0.15808 -5.38868 1.61 1.15 1.17 -0.04
C 0.12977 -0.78868 -5.77419 -0.75 -0.44 0.72 0.07
C -0.81790 -1.09960 -4.78711 0.16 0.62 1.01 -0.05
C -0.60665 -0.72405 -3.45287 -1.08 -0.62 0.76 0.07
H 4.22361 -0.48909 -2.21722 0.10 -0.06 0.97 -0.01
H 6.51152 -0.71520 0.75234 0.28 -0.29 -0.86 0.01
H 8.60542 -2.08413 0.51526 0.00 0.71 -0.25 0.00
H 9.55285 -2.71522 -1.65024 -1.60 0.39 -0.02 0.00
H 7.96910 -2.53079 -3.62209 -0.17 0.02 0.36 0.00
H 5.76014 -1.58065 -3.39480 -0.74 -0.04 -0.82 0.00
H 2.44344 0.68559 -3.67584 0.34 0.26 -0.52 0.02
H 2.08053 -0.00696 -6.09909 -0.02 0.11 -0.33 0.00
H 0.03606 -1.07318 -6.80085 -0.32 -0.25 -0.39 0.01
H -1.74013 -1.63884 -4.93079 -0.05 -0.15 -0.65 0.00
H -1.35806 -1.07816 -2.64340 1.56 0.85 -1.52 0.02
F -0.23692 3.76949 -2.17757 -0.02 -0.19 0.74 0.00
C -1.39638 3.16599 -1.80602 -0.32 -0.42 1.22 0.02
C -1.46868 1.82345 -1.39642 0.57 0.05 -1.74 -0.08
C -2.73239 1.32334 -1.58179 -0.43 -0.56 0.37 0.06
F -2.92966 -0.03713 -1.66892 -0.20 0.51 0.76 0.00
C -3.89939 2.08315 -1.58788 -0.88 -0.16 0.28 0.00
F -5.10868 1.49488 -1.40864 0.28 0.06 -0.54 0.00
C -3.81076 3.45265 -1.55241 2.44 0.78 0.35 0.00
F -4.80764 4.30272 -1.29910 -0.51 -0.22 -0.06 0.00
C -2.49100 3.98602 -1.60685 -0.98 0.18 -0.06 -0.01
F -2.28367 5.29597 -1.28603 -0.33 -0.22 -0.76 0.00
F -6.97493 -4.88904 -5.62135 1.88 -0.01 1.21 0.06
C -5.95591 -4.98733 -4.69823 -1.69 -1.55 -0.32 0.82
F -6.35038 -5.90550 -3.76168 0.84 1.33 -1.21 0.06
F -4.79736 -5.32254 -5.24940 -1.02 0.24 0.33 0.06
```
Forces are in eV/Å.

Properties
Energy in Eh: -4801.5783
Charge: -1
E_HOMO (alpha / beta) in eV: -3.53 / -3.78
Spin multiplicity: 3
Kohn-Sham gap (alpha / beta) in eV: 5.762 / 3.990



(2)
Molecular formula: C40H41N4PRb
Method: DFT, ωB97M-V with the def2-TZVPD basis set

Structure (XYZ):
```
87
Properties=species:S:1:pos:R:3:forces:R:3:lowdin_charge:R:1
Rb 0.83751 -0.52797 0.43389 0.05 -0.02 -0.02 0.65
C -2.36957 -2.70423 -1.27479 0.02 0.00 0.01 -0.14
N -2.15662 -1.26536 -1.23300 -0.02 0.02 -0.04 -0.15
C -2.19197 -0.71933 -2.58360 0.06 0.03 0.03 -0.14
C -1.61484 0.67047 -2.71242 -0.01 -0.06 0.07 -0.29
C -2.43283 1.77132 -2.92030 0.00 0.04 -0.02 -0.04
C -1.85040 3.02082 -3.10125 0.03 -0.03 0.02 -0.09
C -0.47382 3.12077 -3.05747 -0.06 0.02 -0.01 -0.07
C 0.26370 1.96401 -2.82967 0.07 -0.04 0.00 -0.14
N -0.28282 0.76244 -2.65937 -0.05 0.02 -0.03 0.12
C -3.07217 -0.58381 -0.33298 0.01 -0.01 -0.02 -0.13
C -2.97134 -1.10831 1.08289 -0.01 0.02 0.01 -0.30
C -4.10185 -1.31736 1.86188 -0.02 0.01 -0.02 -0.03
C -3.94111 -1.81225 3.14797 0.03 0.00 0.01 -0.07
C -2.66564 -2.10534 3.60207 -0.01 -0.01 0.01 -0.06
C -1.59045 -1.86749 2.75455 0.03 0.03 -0.02 -0.13
N -1.74647 -1.36432 1.53325 -0.04 0.03 -0.01 0.06
C -1.10097 -3.46382 -1.58422 0.03 0.01 0.03 -0.27
C -1.03132 -4.40878 -2.59735 -0.01 -0.01 -0.04 -0.03
C 0.14529 -5.12734 -2.76210 -0.01 0.01 0.01 -0.08
C 1.20213 -4.88477 -1.90388 0.01 0.00 0.00 -0.06
C 1.04323 -3.91465 -0.91937 0.02 0.00 0.01 -0.13
N -0.07352 -3.21326 -0.77253 -0.01 -0.04 -0.03 0.09
H -3.16098 -2.97836 -1.99268 0.00 -0.01 0.00 0.12
H -2.69713 -3.03994 -0.29000 -0.01 0.01 -0.01 0.13
H -3.22225 -0.72871 -2.98481 0.00 0.00 0.01 0.12
H -1.58641 -1.37753 -3.20986 -0.01 0.00 -0.02 0.13
H -3.50880 1.64616 -2.94846 0.00 0.00 0.00 0.11
H -2.46671 3.89746 -3.26025 0.00 0.00 0.00 0.11
H 0.03759 4.06836 -3.16142 0.00 0.00 0.00 0.11
H 1.34288 2.02100 -2.74594 -0.01 0.00 -0.01 0.09
H -4.12154 -0.66072 -0.67349 0.00 0.00 0.02 0.13
H -2.81457 0.48031 -0.33690 0.00 0.01 -0.01 0.12
H -5.08571 -1.10120 1.46430 0.00 0.00 0.00 0.11
H -4.80457 -1.97937 3.78019 0.00 0.00 0.00 0.10
H -2.49735 -2.51089 4.59058 -0.01 0.00 0.00 0.10
H -0.55944 -2.07900 3.03432 0.00 -0.01 0.01 0.07
H -1.88417 -4.57755 -3.24336 0.00 0.00 0.00 0.11
H 0.22991 -5.86826 -3.54752 0.00 0.00 0.00 0.10
H 2.13285 -5.42929 -1.98769 0.00 0.00 0.01 0.10
H 1.82804 -3.68987 -0.20117 0.00 0.00 0.01 0.09
C 0.15216 5.30141 3.10266 0.00 -0.01 0.00 -0.04
C -1.09028 5.24160 2.25540 0.02 0.01 0.01 -0.27
C -2.18942 6.01369 2.62698 -0.01 0.00 0.00 -0.06
C -3.36684 6.01385 1.89402 0.00 -0.01 -0.01 -0.10
C -3.46201 5.23032 0.75515 -0.01 0.01 0.01 -0.10
C -2.37817 4.45066 0.38025 0.01 -0.03 -0.02 -0.11
C -1.18929 4.43634 1.10808 0.02 0.01 0.01 -0.34
P 0.10402 3.28193 0.47346 -0.10 -0.02 0.01 1.12
C 0.69686 2.47952 2.01883 0.05 0.05 0.00 -0.38
C 2.06171 2.45881 2.30722 0.01 0.01 0.03 -0.10
C 2.56558 1.66340 3.32756 0.00 -0.01 0.02 -0.07
C 1.70733 0.88701 4.08880 -0.01 0.02 -0.03 -0.09
C 0.34363 0.93651 3.83806 0.01 -0.01 0.03 -0.07
C -0.18042 1.71560 2.81154 -0.02 0.01 0.00 -0.32
C -1.67077 1.73218 2.59113 0.01 -0.02 -0.02 -0.05
C 1.41655 4.37840 -0.11655 0.09 -0.05 -0.07 -0.35
C 1.22648 5.76558 -0.14618 0.00 -0.05 0.02 -0.15
C 2.12613 6.64297 -0.71722 0.00 0.04 0.00 -0.15
C 3.29154 6.10026 -1.29603 0.00 -0.02 0.00 -0.15
C 3.51337 4.75579 -1.31074 0.00 0.01 0.00 -0.09
C 2.59051 3.79258 -0.75114 -0.06 0.00 0.02 -0.38
C 2.87232 2.44683 -0.83844 0.00 0.00 -0.05 -0.10
H 0.16758 6.22522 3.68297 0.00 0.00 0.00 0.08
H 1.05311 5.25517 2.49292 0.00 0.00 -0.01 0.07
H 0.19084 4.46029 3.79880 0.00 0.00 0.00 0.09
H -2.11224 6.63574 3.51225 0.00 0.00 0.00 0.10
H -4.20180 6.62747 2.21034 0.00 0.00 0.00 0.09
H -4.37164 5.22052 0.16688 0.00 0.00 0.00 0.09
H -2.44766 3.81708 -0.49701 0.00 -0.01 -0.01 0.08
H 2.73437 3.05567 1.70550 0.00 -0.01 -0.01 0.09
H 3.63294 1.63320 3.50770 0.00 0.00 0.00 0.10
H 2.09452 0.22505 4.85204 0.00 0.00 0.01 0.10
H -0.33326 0.33434 4.43475 0.00 0.00 0.00 0.11
H -2.15070 0.92260 3.14194 0.00 -0.01 0.00 0.07
H -1.91313 1.62414 1.52972 -0.01 0.00 0.01 0.06
H -2.11080 2.67798 2.91523 0.00 0.00 0.00 0.08
H 0.32462 6.17487 0.29462 0.00 0.02 0.00 0.09
H 1.94072 7.70914 -0.71362 0.00 0.00 0.00 0.07
H 4.02697 6.75947 -1.74749 0.00 0.01 0.00 0.08
H 4.41271 4.36527 -1.77657 0.00 -0.01 0.00 0.09
H 2.19505 1.68540 -0.48214 -0.02 0.05 0.14 -0.05
H 3.77554 2.10547 -1.32878 -0.01 0.01 -0.02 0.03
C 1.94986 -2.49760 2.54267 0.04 -0.07 0.00 -0.34
H 1.54159 -2.29505 3.55252 -0.01 0.02 -0.01 -0.13
H 3.03549 -2.31845 2.64529 -0.01 0.01 -0.01 -0.13
H 1.84606 -3.59086 2.40555 -0.02 0.00 -0.01 -0.13
```
Forces are in eV/Å.

Properties
Energy in Eh: -2133.2751
Charge: -1
E_HOMO in eV: -2.57
Spin multiplicity: 1
Kohn-Sham gap in eV: 4.515
Energy relative to the best compared isomer or geometry (same formula, charge and spin) in kcal/mol: 29.73



(3)
Molecular formula: C40H41N5O4Rh
Method: DFT, ωB97M-V with the def2-TZVPD basis set

Structure (XYZ):
```
91
Properties=species:S:1:pos:R:3:forces:R:3:mulliken_spin:R:1
Rh 0.19289 -0.82650 0.91534 -0.12 -0.01 0.01 1.63
C -1.58811 -4.67635 1.07176 -0.11 0.03 0.03 0.02
C -2.38759 -3.87732 0.08049 0.13 0.08 0.01 0.00
C -3.21175 -4.53028 -0.82459 -0.01 -0.07 -0.05 -0.01
C -3.96036 -3.82065 -1.74767 -0.01 0.03 -0.04 0.02
C -3.83947 -2.44400 -1.79690 -0.02 -0.06 -0.02 0.00
C -3.01764 -1.75404 -0.91287 0.04 -0.05 0.22 -0.02
C -2.95156 -0.25809 -1.02490 0.00 -0.05 0.14 0.05
C -2.31784 -2.47169 0.07246 -0.18 -0.26 -0.16 -0.03
N -1.55863 -1.82736 1.08274 0.38 0.47 -0.43 0.13
C -2.02746 -1.98206 2.39525 -0.10 0.04 0.72 0.07
O -3.13384 -2.45625 2.67575 0.09 -0.01 -0.19 0.14
C -1.08773 -1.49765 3.41211 -0.39 -0.28 -0.48 0.30
C -1.18719 -1.69951 4.77830 0.26 0.12 0.30 -0.14
C -0.12786 -1.33122 5.60242 -0.47 -0.14 0.01 0.28
C 1.07008 -0.83786 5.01564 0.27 0.19 -0.32 0.00
C 1.10953 -0.64996 3.66193 0.00 -0.29 0.28 0.16
N 0.02360 -0.88366 2.89226 -0.03 0.29 0.71 0.30
C 2.33484 -0.35547 2.86189 0.24 0.12 0.14 -0.02
O 3.41851 -0.08912 3.37377 -0.17 0.00 -0.09 0.06
N 2.12016 -0.47174 1.50466 -0.31 0.04 -0.26 0.00
C 3.27201 -0.34296 0.68671 0.26 0.07 0.02 0.03
C 3.90483 -1.49297 0.19972 -0.11 0.01 -0.01 0.00
C 3.35878 -2.85288 0.53333 0.01 0.08 0.04 -0.07
C 5.04752 -1.35722 -0.57767 0.00 -0.02 -0.06 -0.01
C 5.55396 -0.10526 -0.88680 0.07 0.01 -0.03 0.01
C 4.92810 1.02695 -0.39527 -0.05 0.03 0.00 -0.01
C 3.79923 0.92554 0.40971 -0.06 -0.13 0.03 -0.01
C 3.20031 2.15485 1.02911 0.09 -0.03 0.00 0.00
H -1.47399 -5.70671 0.73322 0.01 0.01 -0.02 0.00
H -2.10144 -4.68360 2.03514 0.06 0.00 0.05 0.00
H -0.59968 -4.24061 1.22706 0.00 -0.02 0.00 -0.01
H -3.27363 -5.61313 -0.79955 0.03 0.00 0.03 0.00
H -4.62630 -4.33666 -2.42939 0.04 0.00 -0.03 0.00
H -4.39320 -1.88050 -2.53991 0.03 0.01 -0.01 0.00
H -3.23213 0.04637 -2.03388 0.01 0.05 0.01 0.00
H -1.94619 0.09852 -0.81661 0.06 0.06 -0.04 -0.03
H -3.63568 0.21598 -0.31415 0.01 0.03 0.02 0.01
H -2.08117 -2.16994 5.16761 0.00 0.00 0.00 -0.01
H -0.18616 -1.49168 6.67084 0.00 0.00 -0.01 0.03
H 1.95893 -0.63654 5.59766 0.02 -0.03 -0.01 -0.01
H 3.64743 -3.14304 1.54703 -0.03 -0.01 0.00 0.01
H 3.73013 -3.60298 -0.16521 0.03 -0.01 0.02 0.00
H 2.26964 -2.84480 0.49487 -0.01 -0.07 -0.04 0.04
H 5.54636 -2.24580 -0.94925 -0.04 -0.02 -0.01 0.00
H 6.44164 -0.01452 -1.50160 -0.01 0.00 -0.01 0.00
H 5.32189 2.01240 -0.62007 0.02 -0.01 -0.01 0.00
H 3.34311 3.03101 0.39497 -0.03 0.00 -0.01 0.00
H 3.68148 2.33847 1.99266 -0.05 0.02 0.02 0.00
H 2.13885 2.01650 1.22239 0.02 0.02 0.03 0.00
C 2.05106 -0.92953 -2.94479 -0.09 0.03 0.09 0.14
C 0.73685 -0.40332 -2.32295 -0.11 0.09 0.06 0.18
C 0.91943 1.08395 -2.00016 0.00 -0.13 -0.05 0.11
C 0.40209 -1.14726 -1.05577 0.15 -0.44 -0.51 0.55
C -0.36618 -0.61962 -3.37471 0.05 0.16 -0.01 0.14
C -0.87684 -1.89278 -3.63173 0.02 -0.08 -0.04 0.01
C -1.84371 -2.10355 -4.60123 0.00 0.05 -0.03 -0.01
C -2.33123 -1.04043 -5.34884 0.00 -0.03 -0.03 0.00
C -1.82904 0.22894 -5.11550 -0.05 0.04 -0.05 0.00
C -0.85879 0.43446 -4.14233 -0.04 0.01 -0.04 0.02
H 2.88235 -0.75001 -2.26377 0.06 0.00 0.03 -0.05
H 2.25117 -0.42149 -3.89350 0.02 -0.02 -0.01 0.00
H 1.98014 -2.00232 -3.13555 0.01 0.00 0.01 0.00
H 1.56735 1.16984 -1.12637 0.06 0.00 -0.04 -0.01
H -0.04044 1.55030 -1.76377 0.04 0.00 -0.04 0.00
H 1.39156 1.62282 -2.82547 -0.05 0.08 0.01 0.01
H 0.37149 -2.23558 -1.21039 0.00 0.01 -0.11 -0.06
H -0.52828 -2.74558 -3.06501 0.03 0.03 0.10 -0.02
H -2.23029 -3.10204 -4.76405 0.01 -0.01 0.02 0.00
H -3.08750 -1.20291 -6.10750 -0.01 0.01 0.02 0.00
H -2.19196 1.06851 -5.69792 0.01 0.01 0.03 0.00
H -0.48705 1.43966 -3.99132 0.00 -0.03 0.02 0.00
O 0.80129 7.59385 1.39144 -0.15 -0.07 0.07 0.00
C -0.37284 7.45942 0.62640 0.13 0.08 -0.15 0.00
N -1.09485 6.22772 0.86528 0.10 -0.28 0.31 0.00
C -0.41729 5.04617 0.64855 0.02 0.93 -0.29 0.00
O 0.65798 5.07188 0.07403 0.13 -0.24 -0.07 0.00
C -1.04988 3.79943 1.10806 -0.58 -0.88 0.51 0.01
C -2.21040 3.72543 1.88748 0.47 0.16 -0.34 -0.01
C -2.66168 2.48632 2.28607 -0.23 -0.16 0.16 -0.01
C -1.96625 1.34661 1.91726 0.09 0.23 -0.12 -0.04
N -0.86427 1.40090 1.16135 -0.22 -0.35 0.16 0.15
C -0.43661 2.58913 0.77296 0.30 0.61 -0.28 -0.03
H 1.36568 6.85217 1.13385 0.08 0.03 -0.05 0.00
H -0.14014 7.51015 -0.43970 -0.03 -0.03 0.03 0.00
H -1.02186 8.29019 0.89446 -0.02 -0.01 -0.02 0.00
H -1.74576 6.23609 1.63129 -0.09 0.04 0.00 0.00
H -2.76048 4.61052 2.17729 -0.03 0.02 0.03 0.00
H -3.55593 2.38436 2.88575 0.01 0.01 0.00 0.00
H -2.31302 0.37080 2.22452 0.07 -0.03 0.00 0.00
H 0.43689 2.63276 0.13374 -0.02 -0.10 0.12 0.00
```
Forces are in eV/Å.

Properties
Energy in Eh: -2234.1765
Charge: -1
E_HOMO (alpha / beta) in eV: -2.22 / -5.54
Spin multiplicity: 5
Kohn-Sham gap (alpha / beta) in eV: 4.018 / 6.978



Question: Look up the charge of the first one.
Answer: -1